--- w ---
Below is an isolated molecule of C20H25N5O3, with properties calculated with wB97M-V/def2-TZVPD.

Output
Orbital gap   9.29 eV
SMILES string   CCCCNC(=O)Cn1c(=O)c2c(ncn2CC)n(Cc2ccccc2)c1=O
Charge   0
HOMO   -8.49 eV
LUMO level   0.80 eV

Structure (XYZ):
```
53
C20H25N5O3 wB97M-V/def2-TZVPD
C 3.095 5.299 -0.073
C 2.958 3.785 0.050
C 2.654 3.316 1.473
C 1.349 3.876 2.048
N 0.204 3.625 1.196
C -0.417 2.432 1.194
O -0.171 1.537 1.975
C -1.528 2.287 0.143
N -1.432 0.947 -0.409
C -2.493 0.067 -0.179
O -3.544 0.441 0.304
C -2.150 -1.256 -0.605
C -0.902 -1.576 -1.120
N -0.826 -2.895 -1.398
C -2.002 -3.373 -1.053
N -2.841 -2.445 -0.562
C -4.204 -2.615 -0.130
C -5.183 -2.135 -1.197
N 0.063 -0.636 -1.311
C 1.405 -1.041 -1.690
C 2.100 -1.729 -0.541
C 2.760 -2.933 -0.737
C 3.397 -3.562 0.319
C 3.372 -2.995 1.581
C 2.709 -1.797 1.785
C 2.077 -1.165 0.729
C -0.185 0.662 -0.947
O 0.633 1.547 -1.105
H 3.407 5.567 -1.080
H 3.843 5.671 0.626
H 2.155 5.805 0.133
H 2.180 3.419 -0.621
H 3.896 3.321 -0.263
H 3.469 3.602 2.142
H 2.584 2.228 1.468
H 1.422 4.953 2.207
H 1.146 3.390 3.006
H 0.095 4.227 0.397
H -1.433 3.029 -0.652
H -2.507 2.363 0.622
H -2.267 -4.408 -1.145
H -4.358 -3.675 0.089
H -4.347 -2.030 0.782
H -6.201 -2.326 -0.873
H -5.009 -2.652 -2.138
H -5.063 -1.066 -1.350
H 1.328 -1.715 -2.545
H 1.940 -0.130 -1.973
H 2.771 -3.382 -1.719
H 3.908 -4.499 0.156
H 3.866 -3.488 2.406
H 2.680 -1.351 2.767
H 1.557 -0.233 0.901
```

=====

--- x ---
Below is an isolated molecule of C20H25N5O3, with properties calculated with wB97M-V/def2-TZVPD.

Output
Orbital gap   8.74 eV
SMILES string   CCOCCCNC(=O)Cn1cnc2c(cnn2-c2ccc(C)c(C)c2)c1=O
Charge   0
HOMO   -8.51 eV
LUMO level   0.23 eV

Structure (XYZ):
```
53
C20H25N5O3 wB97M-V/def2-TZVPD
C 1.503 2.599 -0.469
C 1.237 1.491 -1.485
O 0.478 1.898 -2.600
C -0.859 2.248 -2.317
C -1.695 2.029 -3.577
C -3.165 2.412 -3.380
N -3.751 1.734 -2.242
C -3.991 0.413 -2.250
O -3.938 -0.303 -3.225
C -4.309 -0.139 -0.845
N -3.087 -0.143 -0.060
C -2.241 -1.198 -0.134
N -1.100 -1.307 0.452
C -0.753 -0.245 1.218
C -1.548 0.905 1.379
C -0.794 1.731 2.238
N 0.330 1.144 2.560
N 0.371 -0.052 1.944
C 1.492 -0.881 2.096
C 2.540 -0.450 2.901
C 3.648 -1.259 3.052
C 3.740 -2.491 2.419
C 4.953 -3.348 2.602
C 2.682 -2.918 1.609
C 2.743 -4.240 0.909
C 1.566 -2.109 1.454
C -2.778 1.031 0.665
O -3.514 2.002 0.600
H 1.972 3.447 -0.960
H 0.578 2.931 -0.003
H 2.164 2.227 0.309
H 2.181 1.140 -1.909
H 0.743 0.640 -0.987
H -0.925 3.298 -1.995
H -1.240 1.617 -1.500
H -1.270 2.620 -4.388
H -1.633 0.977 -3.856
H -3.725 2.126 -4.274
H -3.267 3.486 -3.218
H -3.773 2.220 -1.352
H -5.036 0.500 -0.339
H -4.691 -1.156 -0.935
H -2.560 -2.021 -0.759
H -1.040 2.701 2.619
H 2.469 0.506 3.393
H 4.463 -0.924 3.678
H 5.435 -3.540 1.644
H 4.682 -4.311 3.033
H 5.671 -2.865 3.259
H 2.846 -5.051 1.629
H 3.602 -4.281 0.241
H 1.842 -4.407 0.325
H 0.748 -2.432 0.831
```

=====

The data favor w; the next most stable structure lies 1.640 eV above it.

=====

--- w ---
Below is an isolated molecule of C3H6N2S2, with properties calculated with wB97M-V/def2-TZVPD.

Output
Orbital gap   8.04 eV
SMILES string   CN/N=C/SC=S
Charge   0
HOMO   -8.29 eV
LUMO level   -0.25 eV

Structure (XYZ):
```
13
C3H6N2S2 wB97M-V/def2-TZVPD
C -1.749 2.972 -0.827
N -1.267 2.450 0.471
N -0.750 1.188 0.490
C -0.331 0.875 -0.698
S 0.405 -0.711 -0.911
C 0.786 -1.263 0.800
S 1.449 -2.679 0.933
H -2.871 2.618 -1.269
H -0.800 2.967 -1.708
H -2.040 4.102 -0.606
H -2.021 2.641 1.096
H -0.446 1.393 -1.774
H 0.411 -0.460 1.534
```

=====

--- x ---
Below is an isolated molecule of C3H6N2S2, with properties calculated with wB97M-V/def2-TZVPD.

Output
Orbital gap (alpha / beta)   6.63 / 7.34 eV
Charge   0
HOMO (alpha / beta)   -7.70 / -8.13 eV
LUMO level (alpha / beta)   -1.08 / -0.78 eV

Structure (XYZ):
```
13
C3H6N2S2 wB97M-V/def2-TZVPD
C 2.039 1.065 0.445
C -0.314 -0.067 0.040
C -1.306 -0.659 -0.799
N 1.837 -1.198 -0.086
N 2.603 -0.266 0.001
S 4.253 -0.280 -0.101
S 0.400 1.365 -0.313
H 2.260 1.377 1.532
H 2.697 1.897 -0.052
H -0.105 -0.582 0.915
H -1.063 -0.599 -1.973
H -2.184 -0.007 -0.725
H -1.500 -1.739 -0.580
```

=====

The data favor w; the next most stable structure lies 1.159 eV above it.

=====

--- w ---
Below is an isolated molecule of C3H6N2S2, with properties calculated with wB97M-V/def2-TZVPD.

Output
Orbital gap   8.16 eV
SMILES string   [H]/N=C(/N)C(=S)SC
Charge   0
HOMO   -8.92 eV
LUMO level   -0.76 eV

Structure (XYZ):
```
13
C3H6N2S2 wB97M-V/def2-TZVPD
H 1.170 2.151 -0.416
N 0.635 1.986 -1.269
C -0.132 0.984 -1.241
N -1.061 0.780 -2.239
C -0.070 -0.107 -0.145
S -0.699 -1.576 -0.427
S 0.901 0.239 1.278
C 0.478 -1.165 2.285
H -0.939 1.212 -3.152
H -1.567 -0.087 -2.315
H -0.592 -1.263 2.470
H 0.867 -2.168 1.922
H 1.008 -0.986 3.249
```

=====

--- x ---
Below is an isolated molecule of C3H6N2S2, with properties calculated with wB97M-V/def2-TZVPD.

Output
Orbital gap   8.15 eV
SMILES string   CN/N=C\C(=S)S
Charge   0
HOMO   -8.81 eV
LUMO level   -0.67 eV

Structure (XYZ):
```
13
C3H6N2S2 wB97M-V/def2-TZVPD
C -2.193 -0.021 -0.415
N -0.776 0.236 -0.152
N -0.165 -0.767 0.501
C 1.087 -0.835 0.688
C 2.212 -0.001 0.127
S 3.574 -0.694 -0.377
S 2.004 1.748 0.133
H -2.654 -0.400 0.499
H -2.333 -0.797 -1.168
H -2.668 0.928 -0.731
H -0.257 0.537 -1.015
H 1.444 -1.659 1.277
H 0.726 1.724 0.632
```

=====

--- y ---
Below is an isolated molecule of C3H6N2S2, with properties calculated with wB97M-V/def2-TZVPD.

Output
Orbital gap (alpha / beta)   8.55 / 5.19 eV
Charge   0
HOMO (alpha / beta)   -8.90 / -7.86 eV
LUMO level (alpha / beta)   -0.35 / -2.67 eV

Structure (XYZ):
```
13
C3H6N2S2 wB97M-V/def2-TZVPD
C -0.370 0.345 -0.836
C -0.002 -0.813 0.050
C -0.893 -1.680 0.986
N 0.634 1.312 -1.162
N 1.335 1.916 -0.333
S 2.386 3.085 -0.974
S 1.312 1.636 1.311
H -0.822 -0.134 -1.793
H -1.195 1.037 -0.608
H 1.070 -1.029 -0.015
H -1.897 -1.245 0.905
H -0.484 -1.781 1.966
H -1.075 -2.649 0.503
```

=====

The data favor w; the next most stable structure lies 1.465 eV above it.

=====

--- w ---
Below is the ion C6H12N4O2 with charge +2, with properties calculated with wB97M-V/def2-TZVPD.

Output
Orbital gap (alpha / beta)   7.52 / 7.52 eV
Charge   +2
HOMO (alpha / beta)   -16.38 / -16.38 eV
LUMO level (alpha / beta)   -8.86 / -8.86 eV

Structure (XYZ):
```
24
C6H12N4O2 wB97M-V/def2-TZVPD
C -2.858 2.193 -0.269
C 1.001 1.881 -0.585
C -0.330 1.686 -0.546
C -1.440 2.630 -0.452
C 0.856 -0.256 -0.257
C 1.251 -0.804 1.103
N -3.629 2.740 -1.072
N 1.053 -1.304 -1.227
N -0.493 0.330 -0.291
N 0.721 -2.176 1.291
O 1.702 0.828 -0.501
O -1.330 3.833 -0.859
H -2.945 1.422 0.471
H 1.455 2.887 -0.452
H 0.913 -0.074 1.967
H 2.351 -0.777 1.213
H -4.616 2.763 -0.929
H 1.836 -1.147 -1.869
H 0.213 -1.302 -1.920
H -1.294 -0.212 -0.604
H 0.205 -2.305 2.205
H 1.426 -2.876 1.216
H 0.105 -2.320 0.515
H -0.588 4.366 -1.033
```

=====

--- x ---
Below is the ion C6H12N4O2 with charge +2, with properties calculated with wB97M-V/def2-TZVPD.

Output
Orbital gap   7.60 eV
Charge   +2
HOMO   -15.33 eV
LUMO level   -7.73 eV

Structure (XYZ):
```
24
C6H12N4O2 wB97M-V/def2-TZVPD
C 2.419 -2.937 3.100
C 2.389 -1.673 1.226
C 0.279 -0.880 0.939
C 1.711 -0.655 0.722
C -0.661 0.528 -1.046
C -2.027 0.843 -1.605
N 1.757 -2.250 2.228
N 0.401 1.150 -1.271
N -0.608 -0.357 0.031
N -1.826 1.621 -2.882
O 2.440 0.242 0.044
O 2.025 -3.504 4.155
H 3.451 -3.040 2.881
H 3.435 -1.702 1.059
H -2.597 1.520 -0.916
H -2.505 -0.089 -1.870
H 0.770 -1.945 2.124
H 0.466 1.976 -1.821
H 1.915 0.811 -0.561
H -1.459 -0.907 0.059
H -2.680 1.928 -3.345
H -1.315 0.987 -3.534
H -1.267 2.481 -2.616
H 1.098 -3.525 4.416
```

=====

The data favor w; the next most stable structure lies 0.689 eV above it.

=====

--- w ---
Below is an isolated molecule of C14H18N4O4S, with properties calculated with wB97M-V/def2-TZVPD.

Output
Orbital gap   8.69 eV
SMILES string   COc1cccc(CNC(=O)CN(C)S(=O)(=O)c2cnc[nH]2)c1
Charge   0
HOMO   -8.27 eV
LUMO level   0.42 eV

Structure (XYZ):
```
41
C14H18N4O4S wB97M-V/def2-TZVPD
C -0.889 3.214 -1.694
O 0.508 3.395 -1.614
C 1.309 2.310 -1.786
C 2.683 2.536 -1.674
C 3.570 1.491 -1.816
C 3.110 0.206 -2.056
C 1.749 -0.026 -2.168
C 1.215 -1.412 -2.414
N 0.409 -1.928 -1.312
C 0.542 -1.597 -0.027
O 1.369 -0.822 0.423
C -0.372 -2.393 0.918
N -1.774 -2.072 0.756
C -2.643 -2.839 1.621
S -2.102 -0.418 0.789
O -1.402 0.156 -0.323
O -3.522 -0.270 0.837
C -1.391 0.210 2.275
C -1.939 0.521 3.495
N -0.974 0.989 4.317
C 0.135 0.967 3.621
N -0.059 0.505 2.371
C 0.851 1.028 -2.061
H -1.325 4.170 -1.407
H -1.196 2.970 -2.716
H -1.237 2.430 -1.017
H 3.024 3.538 -1.469
H 4.630 1.674 -1.728
H 3.809 -0.613 -2.143
H 0.580 -1.409 -3.304
H 2.050 -2.103 -2.584
H -0.383 -2.501 -1.558
H -0.032 -2.206 1.949
H -0.243 -3.461 0.708
H -3.645 -2.435 1.509
H -2.341 -2.773 2.673
H -2.632 -3.884 1.310
H -2.960 0.438 3.805
H 1.090 1.278 3.992
H 0.632 0.319 1.641
H -0.202 0.820 -2.140
```

=====

--- x ---
Below is an isolated molecule of C14H18N4O4S, with properties calculated with wB97M-V/def2-TZVPD.

Output
Orbital gap   8.24 eV
SMILES string   Cc1ccc(C(=O)NNC(=S)NC[C@H]2CCCO2)cc1[N+](=O)[O-]
Charge   0
HOMO   -8.74 eV
LUMO level   -0.51 eV

Structure (XYZ):
```
41
C14H18N4O4S wB97M-V/def2-TZVPD
C 3.526 0.162 -5.958
C 2.804 -0.069 -4.675
C 1.441 -0.364 -4.700
C 0.712 -0.584 -3.549
C 1.338 -0.531 -2.304
C 0.629 -0.761 -1.020
O 1.183 -1.091 0.014
N -0.723 -0.625 -1.075
N -1.437 -0.742 0.112
C -2.535 0.030 0.283
S -3.138 0.927 -0.981
N -3.187 -0.015 1.460
C -2.737 -0.665 2.665
C -1.660 0.144 3.429
C -2.239 1.385 4.121
C -2.531 0.868 5.528
C -1.387 -0.125 5.723
O -1.123 -0.683 4.445
C 2.698 -0.270 -2.253
C 3.419 -0.028 -3.417
N 4.825 0.261 -3.255
O 5.415 0.801 -4.167
O 5.338 -0.049 -2.201
H 3.823 1.207 -6.039
H 4.441 -0.425 -6.009
H 2.889 -0.091 -6.801
H 0.944 -0.420 -5.656
H -0.338 -0.820 -3.626
H -1.239 -0.059 -1.753
H -0.840 -1.054 0.873
H -3.990 0.593 1.512
H -3.601 -0.814 3.315
H -2.324 -1.648 2.427
H -0.854 0.411 2.732
H -3.121 1.766 3.611
H -1.489 2.176 4.159
H -2.529 1.654 6.279
H -3.491 0.352 5.558
H -1.628 -0.942 6.405
H -0.486 0.388 6.086
H 3.202 -0.249 -1.298
```

=====

The data favor w; the next most stable structure lies 2.274 eV above it.

=====

--- w ---
Below is an isolated molecule of C3H7Cl2N, with properties calculated with wB97M-V/def2-TZVPD.

Output
Orbital gap   10.80 eV
SMILES string   NC(CCl)CCl
Charge   0
HOMO   -9.98 eV
LUMO level   0.83 eV

Structure (XYZ):
```
13
C3H7Cl2N wB97M-V/def2-TZVPD
N 0.356 -1.353 0.449
C 0.350 -0.109 -0.262
C 0.701 0.995 0.812
Cl 2.394 0.818 1.185
C -1.019 0.211 -0.800
Cl -1.204 -0.912 -2.163
H -0.432 -1.181 1.085
H 0.012 -2.081 -0.146
H 1.109 -0.239 -1.045
H 0.096 0.695 1.670
H 0.441 2.092 0.407
H -1.058 1.200 -1.107
H -1.746 -0.135 -0.085
```

=====

--- x ---
Below is a cluster of 2 separate species, C3H7Cl2N in total, with properties calculated with wB97M-V/def2-TZVPD.

Output
Orbital gap   10.00 eV
SMILES string   C=C(Cl)Cl.CN
Charge   0
HOMO   -9.23 eV
LUMO level   0.77 eV

Structure (XYZ):
```
13
C3H7Cl2N wB97M-V/def2-TZVPD
C -2.131 -0.452 0.076
C -1.363 -1.522 0.298
Cl -1.038 -1.923 1.946
Cl -0.701 -2.540 -0.762
H -2.352 0.199 0.801
H -1.870 0.084 -0.905
C 1.857 0.692 -0.403
N 0.572 0.928 0.374
H 1.654 0.109 -1.342
H 2.201 1.625 -0.908
H 2.658 0.148 0.073
H 0.780 1.717 0.821
H -0.266 0.934 -0.069
```

=====

The data favor w; the next most stable structure lies 2.028 eV above it.